--- P ---
The following is a quantum chemistry calculation of a molecular structure, C19H61N17O10, from the Open Molecules 2025 dataset.

Computed properties:
* HOMO level: -6.85 eV
* molecular weight: 687.8 g mol⁻¹
* LUMO energy: -0.5 eV

CARTESIAN COORDINATES (ANGSTROEM)
1 C 0.95 0.26 -0.33
2 O 2.01 -0.26 0.05
3 N 0.63 0.52 -1.54
4 N -0.06 0.65 0.43
5 H 1.27 0.30 -2.29
6 H -0.24 1.02 -1.69
7 H 0.11 0.18 1.31
8 H -1.01 0.89 0.18
9 C 3.82 -1.01 1.44
10 O 4.80 -1.50 2.00
11 N 3.89 0.05 0.69
12 N 2.65 -1.48 1.44
13 H 3.06 0.50 0.33
14 H 4.79 0.47 0.52
15 H 2.45 -2.37 1.86
16 H 1.93 -0.88 1.06
17 C 1.25 3.68 -0.08
18 O 1.15 3.30 -1.23
19 N 1.27 2.85 0.88
20 N 1.34 4.99 0.27
21 H 1.48 3.19 1.81
22 H 1.39 1.91 0.54
23 H 1.32 5.76 -0.39
24 H 1.21 5.35 1.20
25 C 3.39 1.88 -1.86
26 O 4.31 2.30 -2.53
27 N 2.16 1.90 -2.33
28 N 3.54 1.42 -0.65
29 H 2.07 2.28 -3.26
30 H 1.31 1.66 -1.85
31 H 4.50 1.31 -0.35
32 H 2.73 0.98 -0.23
33 C 1.03 1.10 2.81
34 O 0.63 0.09 2.25
35 N 2.26 1.21 3.14
36 N 0.31 2.15 3.01
37 H 2.90 0.49 2.85
38 H 2.62 2.13 3.35
39 H -0.68 2.01 2.86
40 H 0.75 2.91 3.51
41 C -1.82 2.10 -1.31
42 O -1.70 0.89 -1.19
43 N -2.27 2.81 -0.30
44 N -1.65 2.72 -2.41
45 H -2.67 2.35 0.50
46 H -2.32 3.82 -0.36
47 H -1.70 3.72 -2.30
48 H -1.25 2.25 -3.21
49 C 0.58 -2.58 1.16
50 O 0.21 -1.52 0.79
51 N 0.90 -3.51 0.32
52 N 0.50 -2.95 2.41
53 H 1.12 -4.47 0.52
54 H 1.02 -3.18 -0.63
55 H 0.23 -2.19 3.03
56 H 0.98 -3.73 2.82
57 C -1.60 0.19 2.23
58 C -2.41 -0.25 3.48
59 C -3.64 -1.04 3.16
60 O -4.46 -0.22 2.38
61 C -5.58 -0.88 1.90
62 N -1.42 -0.79 4.40
63 H -1.06 -0.58 1.67
64 H -0.81 0.85 2.60
65 H -2.12 0.90 1.60
66 H -2.72 0.65 4.01
67 H -4.14 -1.10 4.12
68 H -3.24 -1.97 2.73
69 H -5.38 -1.81 1.38
70 H -5.98 -0.26 1.09
71 H -6.30 -1.07 2.70
72 H -1.59 -0.78 5.39
73 H -0.88 0.06 4.43
74 C 3.53 -2.40 -1.13
75 C 2.39 -1.57 -1.90
76 C 2.66 -0.92 -3.28
77 O 1.53 -0.33 -3.82
78 C 1.59 -0.23 -5.25
79 N 1.41 -2.45 -2.09
80 H 4.53 -2.19 -1.52
81 H 3.37 -3.47 -1.09
82 H 3.42 -2.17 -0.07
83 H 2.04 -0.79 -1.22
84 H 3.08 -1.70 -3.92
85 H 3.36 -0.09 -3.27
86 H 0.66 0.25 -5.57
87 H 1.66 -1.13 -5.85
88 H 2.51 0.21 -5.66
89 H 1.13 -2.61 -1.13
90 H 0.75 -1.77 -2.43
91 C -1.71 -2.27 0.08
92 C -2.50 -1.55 -1.04
93 C -3.65 -0.65 -0.53
94 O -4.24 0.15 -1.60
95 C -4.98 -0.61 -2.58
96 N -1.47 -0.83 -1.75
97 H -1.23 -1.59 0.78
98 H -0.93 -2.90 -0.34
99 H -2.38 -2.87 0.70
100 H -2.82 -2.28 -1.79
101 H -3.19 0.08 0.14
102 H -4.36 -1.17 0.11
103 H -5.78 -1.09 -2.03
104 H -4.31 -1.32 -3.08
105 H -5.40 0.13 -3.26
106 H -1.90 0.07 -1.91
107 H -0.87 -0.57 -0.99

***

--- Q ---
The following is a quantum chemistry calculation of 10 unconnected molecules or ions with the total composition C19H61N17O10, from the Open Molecules 2025 dataset.

Computed properties:
* HOMO level: -8.25 eV
* molecular weight: 687.8 g mol⁻¹
* structure (SMILES): COC[C@H](C)N.COC[C@H](C)N.COC[C@H](C)N.NC(N)=O.NC(N)=O.NC(N)=O.NC(N)=O.NC(N)=O.NC(N)=O.NC(N)=O
* LUMO energy: -0.4 eV

CARTESIAN COORDINATES (ANGSTROEM)
1 C 0.62 -8.41 2.64
2 O 1.22 -7.44 3.48
3 C 2.23 -6.65 2.82
4 C 2.15 -5.26 3.44
5 C 0.73 -4.69 3.44
6 N 3.05 -4.32 2.81
7 H 0.10 -9.12 3.28
8 H 1.36 -9.06 2.15
9 H -0.05 -7.94 1.92
10 H 3.21 -7.12 2.95
11 H 1.88 -6.63 1.79
12 H 2.52 -5.28 4.47
13 H 0.79 -3.73 3.96
14 H -0.03 -5.31 3.91
15 H 0.44 -4.58 2.40
16 H 2.88 -4.16 1.83
17 H 3.32 -3.49 3.31
18 C -5.05 -4.05 -1.62
19 O -5.01 -2.85 -0.88
20 C -5.25 -1.64 -1.58
21 C -4.52 -1.52 -2.93
22 C -3.01 -1.50 -2.79
23 N -4.81 -0.17 -3.48
24 H -5.19 -4.84 -0.90
25 H -4.14 -4.25 -2.20
26 H -5.93 -4.04 -2.27
27 H -6.34 -1.55 -1.72
28 H -4.86 -0.86 -0.93
29 H -4.86 -2.28 -3.63
30 H -2.61 -0.66 -2.24
31 H -2.55 -1.47 -3.79
32 H -2.60 -2.47 -2.47
33 H -5.82 -0.13 -3.66
34 H -4.48 -0.16 -4.44
35 C 0.42 2.64 -1.75
36 O 0.31 1.91 -0.58
37 C 0.81 0.58 -0.56
38 C 0.36 -0.09 0.75
39 C 0.96 -1.48 1.02
40 N -1.12 -0.23 0.82
41 H -0.21 2.33 -2.59
42 H 1.47 2.70 -2.08
43 H 0.14 3.65 -1.46
44 H 0.38 0.03 -1.40
45 H 1.91 0.63 -0.65
46 H 0.70 0.50 1.60
47 H 0.42 -1.82 1.90
48 H 2.03 -1.32 1.19
49 H 0.83 -2.21 0.23
50 H -1.43 0.65 1.24
51 H -1.53 -0.17 -0.11
52 N -2.21 4.02 2.93
53 C -1.94 2.99 2.11
54 N -0.62 2.67 2.03
55 O -2.81 2.48 1.38
56 H -1.41 4.64 3.01
57 H -3.18 4.27 3.00
58 H -0.26 2.04 1.33
59 H 0.00 2.82 2.81
60 N -1.53 -3.46 0.48
61 C -2.66 -3.54 1.25
62 N -2.85 -2.47 2.04
63 O -3.31 -4.59 1.33
64 H -1.24 -4.38 0.19
65 H -1.07 -2.59 0.33
66 H -3.40 -2.56 2.88
67 H -2.26 -1.66 1.86
68 N 4.89 1.76 -0.35
69 C 4.78 1.02 -1.47
70 N 4.98 -0.33 -1.23
71 O 4.46 1.47 -2.57
72 H 4.76 2.75 -0.44
73 H 5.19 1.33 0.50
74 H 5.52 -0.71 -0.48
75 H 4.69 -0.96 -1.95
76 N -0.93 7.06 -0.08
77 C -1.03 7.17 1.29
78 N -1.83 8.19 1.70
79 O -0.48 6.34 2.02
80 H -1.37 7.72 -0.69
81 H -0.63 6.17 -0.42
82 H -2.19 8.76 0.96
83 H -1.94 8.31 2.69
84 N 3.90 0.29 2.95
85 C 3.98 -0.60 3.99
86 N 3.79 -0.05 5.21
87 O 4.08 -1.82 3.84
88 H 3.79 -0.10 2.03
89 H 3.84 1.27 3.13
90 H 3.75 -0.66 6.01
91 H 3.51 0.91 5.24
92 N 2.85 3.34 -4.00
93 C 1.95 2.68 -4.77
94 N 2.06 1.34 -4.73
95 O 1.06 3.23 -5.45
96 H 2.96 4.33 -4.06
97 H 3.64 2.83 -3.64
98 H 2.75 0.93 -4.13
99 H 1.26 0.85 -5.08
100 N 0.48 6.16 -4.04
101 C -0.77 5.78 -3.67
102 N -1.13 4.59 -4.23
103 O -1.45 6.39 -2.85
104 H 1.01 5.75 -4.80
105 H 0.97 6.94 -3.64
106 H -0.35 4.10 -4.66
107 H -1.91 4.16 -3.76

***

Most stable of them? Q.

***

--- P ---
The following is a quantum chemistry calculation of a molecular structure, C53H51GeN6S2Ti, from the Open Molecules 2025 dataset.

Computed properties:
* HOMO level: -14.36 eV
* charge: +3
* molecular weight: 956.6 g mol⁻¹
* LUMO energy: -9.2 eV

CARTESIAN COORDINATES (ANGSTROEM)
1 Ti -1.23 -0.67 0.91
2 C -1.84 -3.41 2.22
3 N -2.55 -2.15 1.95
4 C -3.61 -2.43 0.95
5 C -4.10 -1.17 0.30
6 C -5.15 -1.22 -0.61
7 C -5.56 -0.05 -1.22
8 C -4.97 1.14 -0.83
9 C -3.96 1.11 0.11
10 N -3.48 -0.03 0.62
11 C -3.12 -1.59 3.20
12 C -2.62 -0.21 3.51
13 C -3.18 0.50 4.55
14 C -2.69 1.75 4.88
15 C -1.60 2.23 4.16
16 C -1.08 1.47 3.14
17 N -1.59 0.27 2.78
18 C -0.99 -3.72 1.03
19 C -0.67 -5.02 0.68
20 C 0.11 -5.24 -0.45
21 C 0.57 -4.14 -1.16
22 C 0.23 -2.87 -0.73
23 N -0.57 -2.64 0.32
24 H -2.54 -4.23 2.43
25 H -1.19 -3.29 3.09
26 H -4.45 -2.95 1.42
27 H -3.21 -3.09 0.18
28 H -5.64 -2.17 -0.82
29 H -6.35 -0.07 -1.96
30 H -5.30 2.09 -1.24
31 H -3.52 2.02 0.48
32 H -2.87 -2.24 4.04
33 H -4.21 -1.56 3.14
34 H -4.01 0.06 5.10
35 H -3.13 2.32 5.68
36 H -1.15 3.19 4.40
37 H -0.20 1.81 2.62
38 H -1.02 -5.84 1.28
39 H 0.35 -6.24 -0.76
40 H 1.20 -4.26 -2.03
41 H 0.60 -2.02 -1.27
42 S -1.43 -0.57 -1.66
43 C -1.30 0.98 -2.35
44 N -1.49 1.18 -3.63
45 C -1.52 2.53 -4.18
46 C -0.59 3.44 -3.42
47 N -0.82 3.32 -1.98
48 C -0.68 4.56 -1.20
49 C 0.73 5.11 -1.25
50 C 1.71 4.58 -0.42
51 C 3.01 5.07 -0.46
52 C 3.33 6.10 -1.34
53 C 2.34 6.65 -2.15
54 C 1.05 6.16 -2.11
55 C -1.00 2.13 -1.46
56 S -0.87 1.85 0.20
57 C -1.65 0.10 -4.61
58 C -0.38 -0.05 -5.43
59 C 0.86 -0.07 -4.80
60 C 2.02 -0.22 -5.56
61 C 1.93 -0.34 -6.94
62 C 0.70 -0.33 -7.56
63 C -0.46 -0.17 -6.81
64 H -2.55 2.91 -4.14
65 H -1.21 2.48 -5.22
66 H -0.75 4.47 -3.73
67 H 0.46 3.20 -3.64
68 H -0.98 4.36 -0.17
69 H -1.37 5.29 -1.63
70 H 1.45 3.80 0.29
71 H 3.76 4.67 0.19
72 H 4.33 6.49 -1.38
73 H 2.58 7.47 -2.82
74 H 0.28 6.61 -2.73
75 H -2.49 0.36 -5.26
76 H -1.90 -0.83 -4.09
77 H 0.93 0.01 -3.72
78 H 2.98 -0.23 -5.07
79 H 2.84 -0.45 -7.52
80 H 0.63 -0.43 -8.63
81 H -1.43 -0.16 -7.31
82 C 2.13 0.88 -0.16
83 Ge 1.34 -0.30 1.24
84 C 1.95 0.53 2.95
85 C 3.07 1.36 2.88
86 C 3.62 1.90 4.03
87 C 3.06 1.62 5.27
88 C 1.95 0.80 5.35
89 C 1.39 0.26 4.20
90 C 2.41 -1.98 1.03
91 C 3.24 -2.08 -0.06
92 C 4.02 -3.23 -0.28
93 C 3.95 -4.29 0.58
94 C 3.14 -4.22 1.73
95 C 3.07 -5.28 2.66
96 C 2.32 -5.19 3.80
97 C 1.59 -4.01 4.06
98 C 1.61 -2.98 3.16
99 C 2.37 -3.04 1.97
100 H 3.20 0.73 -0.18
101 H 1.94 1.93 0.07
102 H 1.73 0.67 -1.16
103 H 3.53 1.57 1.92
104 H 4.49 2.54 3.96
105 H 3.50 2.04 6.17
106 H 1.52 0.56 6.32
107 H 0.52 -0.37 4.29
108 H 3.31 -1.27 -0.78
109 H 4.67 -3.27 -1.15
110 H 4.54 -5.18 0.41
111 H 3.66 -6.18 2.47
112 H 2.30 -6.00 4.51
113 H 1.03 -3.93 4.98
114 H 1.07 -2.06 3.37

***

--- Q ---
The following is a quantum chemistry calculation of a molecular structure, C53H51GeN6S2Ti, from the Open Molecules 2025 dataset.

Computed properties:
* HOMO level (alpha / beta): -14.46 / -14.45 eV
* charge: +3
* molecular weight: 956.6 g mol⁻¹
* LUMO energy (alpha / beta): -9.0 / -9.0 eV

CARTESIAN COORDINATES (ANGSTROEM)
1 Ti 1.28 -0.57 0.78
2 C 3.39 0.42 2.76
3 N 3.15 -0.79 1.95
4 C 4.23 -0.90 0.93
5 C 3.86 -1.93 -0.11
6 C 4.82 -2.42 -0.99
7 C 4.47 -3.43 -1.86
8 C 3.17 -3.94 -1.80
9 C 2.28 -3.38 -0.92
10 N 2.60 -2.37 -0.09
11 C 3.16 -1.99 2.83
12 C 1.83 -2.67 2.90
13 C 1.71 -3.84 3.64
14 C 0.48 -4.46 3.74
15 C -0.60 -3.88 3.09
16 C -0.41 -2.72 2.38
17 N 0.79 -2.11 2.26
18 C 3.04 1.63 1.97
19 C 3.61 2.86 2.24
20 C 3.22 3.96 1.51
21 C 2.27 3.80 0.51
22 C 1.73 2.54 0.31
23 N 2.11 1.45 1.00
24 H 4.42 0.45 3.12
25 H 2.73 0.37 3.64
26 H 5.15 -1.23 1.42
27 H 4.42 0.08 0.49
28 H 5.82 -2.02 -0.97
29 H 5.19 -3.84 -2.54
30 H 2.87 -4.77 -2.42
31 H 1.26 -3.73 -0.86
32 H 3.44 -1.67 3.84
33 H 3.94 -2.68 2.50
34 H 2.58 -4.24 4.13
35 H 0.37 -5.37 4.30
36 H -1.59 -4.31 3.15
37 H -1.25 -2.24 1.90
38 H 4.35 2.94 3.02
39 H 3.65 4.94 1.70
40 H 1.92 4.62 -0.09
41 H 0.97 2.39 -0.45
42 S 1.53 0.22 -1.62
43 C 0.49 -0.62 -2.68
44 N 0.60 -0.52 -3.98
45 C -0.24 -1.29 -4.90
46 C -1.60 -1.50 -4.30
47 N -1.46 -2.05 -2.94
48 C -2.48 -3.07 -2.57
49 C -3.87 -2.50 -2.54
50 C -4.36 -1.91 -1.38
51 C -5.63 -1.37 -1.35
52 C -6.43 -1.42 -2.49
53 C -5.96 -2.03 -3.64
54 C -4.68 -2.57 -3.66
55 C -0.58 -1.55 -2.11
56 S -0.57 -1.89 -0.47
57 C 1.59 0.35 -4.67
58 C 0.88 1.52 -5.30
59 C -0.01 2.29 -4.57
60 C -0.64 3.37 -5.17
61 C -0.37 3.69 -6.49
62 C 0.52 2.92 -7.22
63 C 1.15 1.83 -6.63
64 H 0.28 -2.22 -5.12
65 H -0.32 -0.70 -5.82
66 H -2.16 -2.23 -4.89
67 H -2.19 -0.58 -4.24
68 H -2.18 -3.50 -1.61
69 H -2.38 -3.85 -3.33
70 H -3.76 -1.93 -0.47
71 H -6.02 -0.93 -0.45
72 H -7.43 -1.01 -2.47
73 H -6.59 -2.10 -4.51
74 H -4.33 -3.08 -4.56
75 H 2.05 -0.29 -5.43
76 H 2.35 0.63 -3.95
77 H -0.22 2.06 -3.53
78 H -1.34 3.97 -4.60
79 H -0.86 4.53 -6.95
80 H 0.74 3.17 -8.25
81 H 1.84 1.23 -7.20
82 C -2.02 1.02 -0.17
83 Ge -0.99 0.76 1.47
84 C -2.18 -0.11 2.77
85 C -3.54 -0.08 2.43
86 C -4.51 -0.55 3.30
87 C -4.14 -1.09 4.52
88 C -2.80 -1.15 4.87
89 C -1.84 -0.67 4.00
90 C -0.60 2.58 2.10
91 C -1.09 3.64 1.37
92 C -0.89 4.98 1.76
93 C -0.18 5.26 2.89
94 C 0.34 4.21 3.69
95 C 1.07 4.50 4.87
96 C 1.54 3.49 5.66
97 C 1.29 2.15 5.30
98 C 0.61 1.86 4.16
99 C 0.11 2.87 3.31
100 H -2.76 1.80 0.01
101 H -2.55 0.11 -0.45
102 H -1.39 1.33 -1.00
103 H -3.86 0.35 1.49
104 H -5.55 -0.49 3.03
105 H -4.90 -1.46 5.20
106 H -2.51 -1.56 5.83
107 H -0.80 -0.74 4.32
108 H -1.65 3.47 0.46
109 H -1.31 5.78 1.17
110 H -0.02 6.29 3.20
111 H 1.22 5.53 5.15
112 H 2.07 3.72 6.58
113 H 1.63 1.36 5.95
114 H 0.41 0.82 3.90

***

Most stable of them? Q.

***

--- P ---
The following is a quantum chemistry calculation of 2 unconnected molecules or ions with the total composition C2H2NO3S, from the Open Molecules 2025 dataset.

Computed properties:
* HOMO level: -3.32 eV
* charge: -1
* molecular weight: 120.1 g mol⁻¹
* LUMO energy: 3.7 eV

CARTESIAN COORDINATES (ANGSTROEM)
1 C 1.29 -1.12 1.01
2 C -1.55 -1.31 -0.02
3 N 0.18 -0.44 0.62
4 O -1.78 -0.87 -1.07
5 O -1.71 -2.10 0.82
6 O 1.99 0.12 -1.06
7 S 2.57 -0.82 0.01
8 H -0.45 -0.23 1.30
9 H 0.32 0.23 -0.08

***

--- Q ---
The following is a quantum chemistry calculation of 2 unconnected molecules or ions with the total composition C2H2NO3S, from the Open Molecules 2025 dataset.

Computed properties:
* HOMO level: -4.07 eV
* charge: -1
* molecular weight: 120.1 g mol⁻¹
* LUMO energy: 3.7 eV

CARTESIAN COORDINATES (ANGSTROEM)
1 C 1.33 0.14 0.77
2 C -0.12 -0.34 0.37
3 N -1.08 0.52 -1.18
4 O 1.83 1.19 0.60
5 O -1.03 1.75 -1.31
6 O -1.73 -0.33 -1.81
7 S 1.81 -1.22 1.68
8 H -1.05 -0.36 1.02
9 H 0.04 -1.35 -0.13

***

Most stable of them? P.

***

--- P ---
The following is a quantum chemistry calculation of 2 unconnected molecules or ions with the total composition CHI3O, from the Open Molecules 2025 dataset.

Computed properties:
* HOMO level: -9.39 eV
* molecular weight: 409.7 g mol⁻¹
* structure (SMILES): O=CI.II
* LUMO energy: -1.5 eV

CARTESIAN COORDINATES (ANGSTROEM)
1 O -0.49 0.15 -1.14
2 C -0.83 -0.25 -0.09
3 I -2.04 -1.99 0.06
4 H -0.54 0.26 0.80
5 I 1.64 2.16 0.02
6 I 2.25 -0.33 0.36

***

--- Q ---
The following is a quantum chemistry calculation of a molecular structure, CHI3O, from the Open Molecules 2025 dataset.

Computed properties:
* HOMO level: -9.88 eV
* molecular weight: 409.7 g mol⁻¹
* LUMO energy: -1.0 eV

CARTESIAN COORDINATES (ANGSTROEM)
1 C 4.10 -1.41 1.42
2 O 3.76 -1.64 2.53
3 I 4.70 0.46 0.77
4 I -0.29 0.39 1.26
5 I 3.75 -2.84 -0.16
6 H 0.88 1.10 0.47

***

Most stable of them? P.